{"formula": "C4H10N2O2", "method": "ωB97M-V with the def2-TZVPD basis set", "symbols": ["C", "N", "C", "C", "N", "C", "O", "O", "H", "H", "H", "H", "H", "H", "H", "H", "H", "H"], "positions_angstrom": [[-1.3562, -0.3830, -0.4206], [-1.7589, -1.1951, -1.5869], [0.1906, -0.1260, -0.1528], [0.9795, -1.4256, 0.0256], [0.2202, 0.7414, 0.9858], [1.0791, 1.7587, 0.9097], [0.8574, 2.8022, 1.7944], [2.1024, 1.7665, 0.1771], [-1.9712, -0.8360, 0.4179], [-1.8285, 0.6192, -0.6044], [-2.5988, -1.5756, -1.7894], [-1.2894, -0.9522, -2.4439], [0.6315, 0.2342, -1.0248], [0.4677, -2.4004, 0.0668], [1.6725, -1.3306, 0.8329], [1.5842, -1.4444, -0.8496], [-0.7052, 0.8897, 1.5256], [1.7232, 2.8569, 2.1365]], "lowdin_charge": [-0.07, 0.35, -0.33, -0.01, 0.10, -0.54, 0.12, 0.08, 0.16, 0.18, 0.11, 0.16, 0.12, 0.10, 0.09, 0.08, 0.20, 0.10], "orbital_gap_ev": [10.11, 4.85], "e_tot_ha": -418.0477, "spin_multiplicity": 2, "de_lowest_ev": 2.454, "lumo_ev": [-3.78, -9.04], "homo_energy_ev": [-13.89, -13.89], "charge": 1}


{"formula": "C26H104O26", "method": "ωB97M-V with the def2-TZVPD basis set", "symbols": ["C", "O", "H", "H", "H", "H", "C", "O", "H", "H", "H", "H", "C", "O", "H", "H", "H", "H", "C", "O", "H", "H", "H", "H", "C", "O", "H", "H", "H", "H", "C", "O", "H", "H", "H", "H", "C", "O", "H", "H", "H", "H", "C", "O", "H", "H", "H", "H", "C", "O", "H", "H", "H", "H", "C", "O", "H", "H", "H", "H", "C", "O", "H", "H", "H", "H", "C", "O", "H", "H", "H", "H", "C", "O", "H", "H", "H", "H", "C", "O", "H", "H", "H", "H", "C", "O", "H", "H", "H", "H", "C", "O", "H", "H", "H", "H", "C", "O", "H", "H", "H", "H", "C", "O", "H", "H", "H", "H", "C", "O", "H", "H", "H", "H", "C", "O", "H", "H", "H", "H", "C", "O", "H", "H", "H", "H", "C", "O", "H", "H", "H", "H", "C", "O", "H", "H", "H", "H", "C", "O", "H", "H", "H", "H", "C", "O", "H", "H", "H", "H", "C", "O", "H", "H", "H", "H"], "positions_angstrom": [[2.4065, 1.1454, -2.9090], [3.6222, 1.0864, -3.6248], [2.3307, 0.2258, -2.3286], [2.4747, 2.0333, -2.2805], [1.5310, 1.1967, -3.5564], [3.4405, 0.5119, -4.3722], [2.3465, -5.2621, -0.8141], [2.0265, -4.5470, 0.3230], [2.3051, -4.5940, -1.6744], [3.3208, -5.7463, -0.8787], [1.6330, -6.0636, -1.0054], [2.4553, -3.6882, 0.3111], [-0.8614, 5.9839, -0.2795], [0.4517, 5.6375, -0.1944], [-1.4968, 5.1625, 0.0516], [-1.0671, 6.8372, 0.3667], [-1.1289, 6.1951, -1.3148], [0.9113, 6.4590, -0.0062], [-1.0112, -4.1984, -1.3187], [-2.0992, -3.3336, -1.5321], [-0.6981, -4.6949, -2.2372], [-0.1308, -3.6181, -1.0427], [-1.2690, -4.9733, -0.5967], [-2.7248, -3.8317, -2.0633], [-0.0766, -4.2772, -6.5543], [0.1535, -4.1703, -5.1685], [0.2960, -5.2496, -6.8763], [-1.1379, -4.3669, -6.7863], [0.4292, -3.5331, -7.1696], [0.0188, -3.2506, -4.9283], [0.6748, 4.5242, -3.0251], [0.2947, 3.6717, -1.9934], [0.0803, 5.4361, -3.0804], [1.7174, 4.7112, -2.7682], [0.6439, 4.0614, -4.0115], [0.3349, 4.1937, -1.1888], [2.3932, -1.4726, -6.1076], [3.2374, -0.3612, -6.0147], [1.5323, -1.2201, -6.7267], [2.8785, -2.3364, -6.5620], [1.9454, -1.7711, -5.1597], [3.3027, 0.0236, -6.8917], [4.1374, -2.2515, -2.8312], [5.2737, -2.5411, -2.0481], [3.2512, -2.2034, -2.1985], [4.3151, -1.2356, -3.1839], [4.0494, -2.9158, -3.6909], [5.4856, -3.4768, -2.0808], [3.3728, -1.2611, 0.5160], [4.2507, -2.3748, 0.6147], [2.4818, -1.5338, -0.0496], [3.0691, -1.0859, 1.5481], [3.7516, -0.3173, 0.1238], [4.7293, -2.4162, -0.2165], [-1.7980, -3.6784, 6.2309], [-0.9101, -4.3061, 5.3207], [-2.6949, -4.2233, 6.5256], [-1.2994, -3.5423, 7.1906], [-2.1503, -2.7135, 5.8663], [-0.3507, -3.6250, 4.9402], [-4.7991, -2.2464, 4.4340], [-5.9969, -2.8996, 4.0515], [-4.9195, -1.5061, 5.2249], [-4.0133, -2.9694, 4.6527], [-4.4263, -1.8148, 3.5051], [-5.7752, -3.8336, 4.0407], [2.1943, 2.0806, 2.5237], [1.4285, 1.0595, 3.0732], [2.9306, 2.5646, 3.1653], [2.7511, 1.6200, 1.7077], [1.5320, 2.8228, 2.0780], [0.9910, 0.5459, 2.3902], [0.2256, 0.8644, 6.4174], [-0.8708, 0.3388, 5.7029], [0.8721, 0.0853, 6.8213], [0.9207, 1.4092, 5.7787], [0.0104, 1.4745, 7.2946], [-1.5778, 0.0902, 6.3028], [6.2628, 1.4128, 1.0769], [6.1820, 1.8377, 2.4020], [5.2888, 1.2569, 0.6131], [6.7184, 2.1908, 0.4645], [6.8739, 0.5324, 0.8777], [7.0338, 2.0959, 2.7616], [1.6948, -2.2246, 3.8434], [0.4560, -2.0163, 4.5249], [1.9481, -3.2780, 3.9627], [1.5267, -2.0172, 2.7866], [2.4964, -1.6150, 4.2604], [0.4559, -1.1102, 4.8419], [3.8870, 4.5960, 0.1750], [5.2103, 4.6664, -0.4797], [3.1372, 4.0542, -0.4014], [4.1565, 4.0714, 1.0916], [3.4611, 5.5597, 0.4545], [5.4074, 3.8755, -0.9869], [-6.8044, 0.9491, 1.8094], [-5.7496, 1.5796, 1.0152], [-7.6522, 1.5962, 2.0343], [-7.1456, 0.0903, 1.2312], [-6.3676, 0.6704, 2.7684], [-4.9081, 1.1285, 1.1148], [-5.9301, -3.0669, 0.7165], [-6.0273, -3.4712, -0.6552], [-6.9013, -2.6470, 0.9784], [-5.7499, -3.9181, 1.3731], [-5.1015, -2.3826, 0.8988], [-6.9269, -3.7493, -0.8422], [-2.6342, 2.6709, -3.8400], [-2.2807, 2.3337, -2.5099], [-2.7519, 3.7273, -4.0813], [-1.8963, 2.2804, -4.5408], [-3.5942, 2.1834, -4.0101], [-1.4477, 2.7795, -2.3401], [6.5297, 1.9315, -2.3894], [5.2506, 2.5127, -2.1409], [6.9575, 2.2026, -3.3546], [7.2560, 2.1772, -1.6146], [6.4103, 0.8489, -2.3471], [4.6256, 1.9594, -2.6150], [-1.3345, -0.9177, -4.2959], [-0.5211, -1.9565, -3.7107], [-1.0455, -0.7799, -5.3378], [-2.3804, -1.2237, -4.3184], [-1.1774, 0.0390, -3.7978], [-1.0359, -2.2072, -2.9402], [-4.7177, 4.3759, -1.1364], [-5.5503, 4.2208, -0.0165], [-5.2792, 4.0429, -2.0093], [-4.4522, 5.4158, -1.3268], [-3.8186, 3.7926, -0.9374], [-5.6137, 3.2777, 0.1509], [0.2341, -0.0456, -0.2389], [0.1691, -0.6117, 1.0336], [1.1359, 0.5600, -0.3289], [0.2047, -0.7987, -1.0263], [-0.6553, 0.5325, -0.4895], [-0.5542, -1.2404, 0.9769], [-2.2726, -3.1704, 1.8098], [-2.1574, -2.0484, 0.9517], [-1.6463, -4.0111, 1.5114], [-1.8722, -2.8537, 2.7728], [-3.3236, -3.4224, 1.9511], [-2.0080, -2.4641, 0.0994], [-1.8275, 3.9807, 2.6884], [-2.3904, 4.2406, 3.9229], [-2.0112, 4.8677, 2.0822], [-0.7616, 3.9650, 2.9157], [-2.1560, 3.1082, 2.1235], [-2.1773, 5.1427, 4.1724], [-2.6194, 0.3827, 2.9638], [-3.5094, 0.2801, 1.8848], [-2.4824, -0.5352, 3.5355], [-1.6275, 0.5948, 2.5647], [-2.8617, 1.2005, 3.6424], [-3.1895, -0.5282, 1.4774]], "lowdin_charge": [-0.11, -0.14, 0.06, 0.08, 0.09, 0.04, -0.19, -0.10, 0.07, 0.08, 0.08, 0.04, -0.18, -0.11, 0.07, 0.10, 0.08, 0.11, -0.14, -0.12, 0.09, 0.08, 0.09, 0.11, -0.17, -0.13, 0.08, 0.07, 0.07, 0.01, -0.15, -0.15, 0.08, 0.09, 0.08, 0.03, -0.16, -0.11, 0.08, 0.09, 0.07, 0.10, -0.13, -0.12, 0.07, 0.07, 0.09, 0.09, -0.15, -0.11, 0.05, 0.07, 0.07, 0.03, -0.18, -0.12, 0.07, 0.07, 0.05, 0.02, -0.15, -0.12, 0.09, 0.06, 0.05, 0.07, -0.16, -0.12, 0.09, 0.06, 0.07, 0.03, -0.16, -0.11, 0.07, 0.08, 0.08, 0.09, -0.18, -0.10, 0.06, 0.06, 0.08, 0.08, -0.11, -0.14, 0.09, 0.05, 0.09, 0.04, -0.11, -0.15, 0.06, 0.06, 0.06, 0.00, -0.09, -0.16, 0.08, 0.06, 0.07, 0.03, -0.15, -0.13, 0.08, 0.06, 0.06, 0.07, -0.17, -0.14, 0.08, 0.06, 0.08, 0.02, -0.12, -0.15, 0.08, 0.07, 0.08, 0.01, -0.10, -0.15, 0.08, 0.09, 0.06, 0.04, -0.18, -0.13, 0.08, 0.07, 0.06, 0.02, -0.14, -0.13, 0.07, 0.07, 0.09, 0.04, -0.09, -0.14, 0.09, 0.08, 0.07, 0.04, -0.17, -0.11, 0.06, 0.08, 0.08, 0.08, -0.15, -0.12, 0.07, 0.07, 0.09, 0.04], "orbital_gap_ev": 9.22, "e_tot_ha": -3008.7442, "spin_multiplicity": 1, "de_lowest_ev": 9.324, "lumo_ev": 0.13, "homo_energy_ev": -9.09}


{"formula": "C32H30Br4F6N2O4PSnTe", "method": "ωB97M-V with the def2-TZVPD basis set", "symbols": ["Sn", "Br", "C", "C", "Br", "C", "Br", "C", "O", "C", "O", "C", "Br", "N", "C", "O", "C", "C", "H", "H", "H", "H", "H", "H", "C", "C", "C", "C", "C", "C", "Te", "N", "C", "O", "C", "C", "C", "C", "C", "C", "C", "C", "C", "C", "C", "C", "C", "C", "C", "C", "H", "H", "H", "H", "H", "H", "H", "H", "H", "H", "H", "H", "H", "H", "H", "H", "H", "H", "H", "H", "H", "H", "H", "F", "P", "F", "F", "F", "F", "F", "H"], "positions_angstrom": [[0.0000, 0.0000, 0.0000], [-2.1369, -6.2965, -1.8262], [-2.0553, -4.4116, -1.4262], [-3.1970, -3.6121, -1.5660], [-4.8587, -4.3906, -2.1593], [-3.1188, -2.2367, -1.2692], [-4.7040, -1.1263, -1.4632], [-1.9090, -1.6121, -0.8257], [-1.8210, -0.3634, -0.5519], [-0.7382, -2.4319, -0.6824], [0.3501, -1.8837, -0.2861], [-0.8495, -3.8256, -0.9915], [0.7361, -4.9355, -0.7974], [0.0874, -1.8450, 3.5229], [-0.1474, -1.1569, 2.3734], [0.6832, -1.0727, 1.4820], [-1.4848, -0.5058, 2.2400], [-1.2764, 0.7814, 1.4914], [1.0165, -2.2281, 3.6434], [-0.5096, -1.7717, 4.3340], [-1.9256, -0.2998, 3.2200], [-2.1477, -1.1736, 1.6820], [-0.7207, 1.5761, 2.0335], [-2.2562, 1.1631, 1.1349], [3.3719, 0.7664, 8.8846], [2.9878, 0.9104, 7.4408], [2.6299, -0.2063, 6.6799], [2.2705, -0.0706, 5.3299], [1.9177, -1.3090, 4.5455], [2.2622, 1.2131, 4.7288], [1.6713, 1.3861, 2.6655], [1.2331, 1.5221, 0.6366], [1.4121, 2.6291, -0.2434], [0.6935, 2.6726, -1.2302], [2.3968, 3.7408, -0.0347], [2.2583, 4.9247, -0.7919], [3.1508, 5.9885, -0.6328], [4.2029, 5.8890, 0.2763], [4.3677, 4.7224, 1.0221], [3.4769, 3.6557, 0.8678], [-0.0538, 2.5870, 3.1062], [-0.0127, 3.9420, 2.7447], [-1.1033, 4.7779, 2.9870], [-2.2517, 4.2686, 3.5908], [-2.3119, 2.9218, 3.9529], [-1.2189, 2.0689, 3.7163], [-1.3131, 0.6273, 4.1186], [2.6474, 2.3415, 5.4979], [2.7176, 3.7384, 4.9426], [2.9979, 2.1739, 6.8456], [3.3216, -0.2920, 9.2182], [2.6822, 1.3659, 9.5154], [4.4100, 1.1317, 9.0327], [2.6345, -1.1872, 7.1406], [1.9845, -2.2259, 5.1688], [2.6231, -1.4243, 3.6960], [0.8858, -1.2466, 4.1503], [1.4508, 5.0357, -1.5048], [3.0255, 6.8913, -1.2166], [4.8947, 6.7125, 0.3975], [5.1924, 4.6407, 1.7185], [3.6676, 2.7716, 1.4450], [0.8661, 4.3540, 2.2700], [-1.0583, 5.8215, 2.7037], [-3.0976, 4.9177, 3.7773], [-3.2140, 2.5462, 4.4200], [-2.3022, 0.3878, 4.5638], [-0.5419, 0.4106, 4.8828], [-1.1667, -0.0228, 3.2309], [2.4861, 3.7951, 3.8682], [3.7485, 4.1317, 5.0679], [2.0116, 4.3961, 5.4922], [3.2883, 3.0357, 7.4365], [-0.4148, 0.8761, -1.6832], [-0.7819, 1.6506, -3.1717], [-1.1489, 2.4255, -4.6603], [-1.7519, 2.7962, -2.3363], [0.5875, 2.6697, -2.9791], [-2.1513, 0.6312, -3.3639], [0.1882, 0.5048, -4.0066], [0.9028, -0.4442, -1.4328]], "lowdin_charge": [1.00, 0.64, -0.73, -0.72, 0.66, -0.56, 0.72, -0.38, -0.18, -0.37, -0.16, -0.56, 0.70, 0.18, -0.44, -0.11, -0.24, -0.17, 0.09, 0.17, 0.06, 0.17, -0.01, 0.13, -0.07, -0.29, -0.02, -0.28, -0.13, -0.34, 1.77, -0.32, -0.45, -0.04, -0.13, 0.00, -0.08, -0.10, -0.09, -0.08, -0.38, -0.10, -0.08, -0.08, -0.04, -0.28, -0.10, -0.29, -0.07, -0.03, 0.08, 0.08, 0.08, 0.10, 0.11, 0.12, -0.10, 0.12, 0.10, 0.09, 0.10, 0.04, 0.09, 0.10, 0.10, 0.10, 0.14, 0.11, -0.12, 0.02, 0.09, 0.10, 0.12, -0.29, 0.62, -0.23, -0.19, -0.22, -0.21, -0.21, 0.19], "orbital_gap_ev": [5.14, 5.67], "e_tot_ha": -13366.1718, "spin_multiplicity": 1, "lumo_ev": [0.30, 0.67], "homo_energy_ev": [-4.85, -5.00], "charge": -1}